C17H12BrF6N2O9S2SeTa as an isolated structure at a distorted geometry, computed with ωB97M-V with the def2-TZVPD basis set.

Output
- total energy (Eh) = -7869.757915
- E_LUMO (eV) = -1.414
- energy relative to the best compared isomer or geometry (same formula, charge and spin) (kcal/mol) = 39.78
- max |F| (eV Å⁻¹) = 3.39
- HOMO-LUMO gap (eV) = 7.7

CARTESIAN COORDINATES (ANGSTROEM)
Ta -0.453 -0.452 -0.541
O 0.915 -3.563 1.044
C 0.268 -2.591 1.323
O -0.561 -2.011 0.479
C 0.327 -1.880 2.672
C -1.010 -1.157 2.955
C -1.035 -0.655 4.408
C -0.093 0.558 4.310
C 0.322 0.501 2.831
O -0.865 0.040 2.184
C 1.303 -0.666 2.588
C 2.003 -0.555 1.211
O 3.169 -0.807 1.085
O 1.223 -0.199 0.224
H 0.630 -2.600 3.434
H -1.900 -1.697 2.632
H -2.047 -0.371 4.698
H -0.667 -1.402 5.108
H -0.624 1.485 4.522
H 0.762 0.474 4.977
H 0.660 1.446 2.417
H 2.095 -0.733 3.336
F -2.260 3.552 -2.726
C -1.511 3.186 -1.703
F -1.206 4.269 -0.998
F -2.231 2.359 -0.934
S 0.038 2.258 -2.268
O -0.375 0.905 -1.838
O 0.138 2.420 -3.663
N 1.274 2.778 -1.494
S 1.190 2.676 0.088
O -0.111 2.123 0.404
O 2.328 2.164 0.756
C 1.145 4.495 0.660
F 0.011 4.762 1.299
F 1.271 5.340 -0.356
F 2.142 4.713 1.507
Se -2.925 -0.705 -0.560
C -3.217 -0.066 -2.230
N -3.381 0.342 -3.291
Br 0.929 -4.461 -6.061
C 0.514 -3.407 -4.546
C -0.028 -2.147 -4.723
C -0.276 -1.355 -3.614
C -0.036 -1.818 -2.321
C 0.473 -3.107 -2.179
C 0.770 -3.898 -3.279
H -0.257 -1.784 -5.713
H -0.670 -0.359 -3.774
H 0.640 -3.524 -1.194
H 1.201 -4.880 -3.146

Mulliken atomic charge list, values in e, 4 entries: 1.59, -0.61, -0.42, -0.37


C17H12ClN2O4Rh as an isolated structure at a distorted geometry, computed with ωB97M-V with the def2-TZVPD basis set.

Output
- total energy (Eh) = -1635.543133
- E_LUMO (spin up / spin down) (eV) = -10.709 / -10.708
- total charge = +2
- max |F| (eV Å⁻¹) = 3.30
- HOMO-LUMO gap (spin up / spin down) (eV) = 5.4 / 5.4

CARTESIAN COORDINATES (ANGSTROEM)
Rh 0.421 0.072 1.439
C -1.248 0.971 2.897
C 0.071 1.095 3.483
C 0.810 -0.027 3.789
C 0.377 -1.256 3.240
C -0.854 -1.361 2.582
C -1.756 -0.273 2.526
H -1.807 1.875 2.688
H 0.447 2.093 3.670
H 1.789 0.061 4.243
H 1.026 -2.123 3.255
H -1.129 -2.302 2.122
H -2.708 -0.369 2.023
O 4.919 0.073 -2.195
C 3.786 0.170 -2.835
O 3.676 0.282 -4.020
C 2.505 0.135 -2.009
C 1.183 0.242 -2.593
Cl 0.800 0.548 -4.172
N 0.269 0.131 -1.615
N 0.919 0.040 -0.418
C 2.275 0.009 -0.676
C 3.116 -0.157 0.560
O 4.313 -0.229 0.481
O 2.407 -0.212 1.657
C -1.173 0.096 -1.658
C -1.907 0.821 -0.718
C -3.288 0.787 -0.802
C -3.923 0.044 -1.791
C -3.179 -0.701 -2.689
C -1.789 -0.684 -2.622
H 4.854 -0.044 -1.224
H -1.436 1.371 0.088
H -3.884 1.363 -0.105
H -5.002 0.042 -1.853
H -3.673 -1.298 -3.443
H -1.208 -1.282 -3.306

Mulliken atomic charge list, values in e, 4 entries: 1.36, -0.19, -0.35, -0.26


One molecule with the formula C17H12ClN5OS at a distorted geometry, computed with ωB97M-V with the def2-TZVPD basis set.

Output
- total energy (Eh) = -1862.438216
- SMILES = O=C(Cc1cncc2ccccc12)Nc1sc(Cl)cc1-c1nnc[nH]1
- E_LUMO (eV) = 0.111
- energy relative to the best compared isomer or geometry (same formula, charge and spin) (kcal/mol) = 14.22
- max |F| (eV Å⁻¹) = 2.94
- HOMO-LUMO gap (eV) = 8.3

CARTESIAN COORDINATES (ANGSTROEM)
O -0.481 -0.048 -3.696
C -0.447 0.213 -2.503
C -1.564 1.108 -2.010
C -2.354 0.472 -0.855
C -3.310 -0.491 -1.175
N -4.032 -1.177 -0.293
C -3.852 -0.867 1.005
C -2.960 0.143 1.456
C -2.853 0.454 2.837
C -1.907 1.397 3.286
C -1.077 2.047 2.345
C -1.190 1.753 0.987
C -2.131 0.798 0.518
N 0.538 -0.205 -1.657
C 1.627 -0.985 -1.961
S 1.750 -2.053 -3.352
C 3.298 -2.640 -2.735
Cl 4.185 -3.900 -3.557
C 3.672 -2.027 -1.558
C 2.675 -1.058 -1.106
C 2.779 -0.316 0.180
N 1.853 0.456 0.689
N 2.247 0.961 1.882
C 3.459 0.489 2.098
N 3.831 -0.318 1.060
H -2.251 1.300 -2.840
H -1.145 2.076 -1.705
H -3.528 -0.750 -2.198
H -4.418 -1.353 1.806
H -3.491 -0.045 3.558
H -1.834 1.697 4.350
H -0.363 2.823 2.659
H -0.565 2.256 0.260
H 0.452 0.188 -0.698
H 4.622 -2.255 -1.068
H 4.075 0.724 2.993
H 4.690 -0.870 0.996

Mulliken atomic charge list, values in e, 4 entries: -0.62, 0.72, -1.29, 0.50


C17H12CuN2O2 as an isolated structure at a distorted geometry, computed with ωB97M-V with the def2-TZVPD basis set.

Output
- total energy (Eh) = -2555.567383
- E_LUMO (eV) = 2.987
- total charge = -1
- max |F| (eV Å⁻¹) = 1.05
- HOMO-LUMO gap (eV) = 6.4

CARTESIAN COORDINATES (ANGSTROEM)
Cu 0.057 0.018 0.645
C -0.964 3.134 -2.378
C -0.423 4.233 -1.724
C 0.468 4.025 -0.687
C 0.809 2.722 -0.313
N 0.292 1.665 -0.965
C -0.566 1.874 -1.958
C 1.666 2.408 0.844
C 2.625 3.311 1.311
C 3.368 3.013 2.439
C 3.149 1.807 3.099
C 2.205 0.912 2.613
C 1.422 1.166 1.476
H -1.670 3.255 -3.189
H -0.705 5.238 -2.014
H 0.873 4.862 -0.133
H -0.952 0.981 -2.441
H 2.816 4.241 0.781
H 4.117 3.709 2.802
H 3.725 1.570 3.988
H 2.069 -0.031 3.136
O -1.840 -3.304 1.643
C -1.386 -2.203 1.314
O -0.342 -1.947 0.644
C -2.148 -0.964 1.800
C -3.042 -1.007 2.857
C -3.705 0.153 3.225
C -3.478 1.313 2.494
C -2.571 1.271 1.453
N -1.892 0.169 1.127
H -3.195 -1.945 3.372
H -4.391 0.158 4.063
H -3.997 2.233 2.730
H -2.351 2.151 0.856

Mulliken atomic charge list, values in e, 4 entries: -0.88, -0.57, -0.35, -0.75